1.
Molecular formula: C5H7NO3
Method: DFT, the ωB97M-V functional and the def2-TZVPD basis

XYZ file:
```
16
Properties=species:S:1:pos:R:3:lowdin_charge:R:1
O 1.611 -1.357 1.424 0.07
O -0.076 0.594 -1.987 0.13
O 1.561 1.031 1.265 0.06
N -0.465 -0.221 0.684 -0.06
C 1.536 0.758 -0.162 -0.10
C -0.915 1.100 0.211 -0.05
C -1.149 -1.418 0.258 -0.07
C 0.193 0.916 -0.719 -0.23
C 1.216 -0.307 0.963 -0.55
H 0.705 0.195 -2.405 0.14
H -1.161 -1.525 -0.838 0.08
H -0.806 1.878 0.961 0.13
H -0.611 -2.264 0.687 0.09
H 2.442 0.966 -0.716 0.15
H -2.180 -1.426 0.620 0.09
H -1.902 1.080 -0.247 0.14
```

Its electronic energy is -475.046178 Eh. Its total charge is 0. The energy above the lowest of the compared OMol25 structures with the same formula, charge and spin is 532.5 kJ/mol.


2.
Molecular formula: C2H5BrS
Method: DFT, the ωB97M-V functional and the def2-TZVPD basis

XYZ file:
```
9
Properties=species:S:1:pos:R:3:lowdin_charge:R:1
Br 2.269 0.460 0.186 0.56
S 0.070 -1.893 -0.003 0.64
C -0.726 0.745 0.025 -0.21
C 0.467 -0.168 -0.420 -1.13
H 0.448 -1.670 1.352 -0.08
H -0.288 1.781 0.268 0.08
H -1.393 0.682 -0.866 0.08
H 0.376 -0.151 -1.460 0.00
H -1.223 0.214 0.919 0.07
```

Its electronic energy is -3051.372465 Eh. Its total charge is 0. The energy above the lowest of the compared OMol25 structures with the same formula, charge and spin is 32.5 kJ/mol. As for the SMILES: C[C@H](S)Br.


3.
Molecular formula: C4H8N4O
Method: DFT, the ωB97M-V functional and the def2-TZVPD basis

XYZ file:
```
17
Properties=species:S:1:pos:R:3:lowdin_charge:R:1
O 0.944 1.246 0.390 0.01
N -0.561 -0.530 0.202 -0.16
N 0.453 -1.477 -0.184 0.01
N 1.370 -0.422 -2.805 0.09
N 1.469 -1.451 0.623 0.11
C 0.832 -0.371 -1.778 -0.19
C -0.918 1.580 -1.124 -0.01
C -0.931 -0.530 1.619 -0.07
C 0.034 0.750 -0.294 -0.58
H -0.347 2.285 -1.725 0.09
H -1.748 0.181 1.740 0.09
H -1.305 -1.521 1.878 0.09
H -1.537 0.955 -1.762 0.08
H 2.219 -2.072 0.334 0.14
H 1.713 -0.516 1.005 0.12
H -1.555 2.133 -0.428 0.09
H -0.132 -0.240 2.308 0.07
```

Its electronic energy is -451.295853 Eh. Its total charge is 0. The energy above the lowest of the compared OMol25 structures with the same formula, charge and spin is 583.9 kJ/mol.


4.
Molecular formula: C17H35N6O2S
Method: DFT, the ωB97M-V functional and the def2-TZVPD basis

XYZ file:
```
61
Properties=species:S:1:pos:R:3:lowdin_charge:R:1
S -0.736 -2.666 -0.852 1.04
O -1.661 1.916 -5.656 -0.17
O -2.808 0.224 -0.732 -0.08
N 0.645 -1.035 0.938 0.03
N 1.519 0.798 -0.168 0.21
N -1.856 -0.609 1.496 -0.24
N 0.068 -0.425 -3.513 -0.17
N 2.665 -0.562 2.868 -0.18
N 0.751 -0.350 -0.995 0.06
C 2.219 0.597 2.075 -0.41
C -0.046 -1.801 2.275 0.01
C 1.447 0.193 1.004 -0.31
C -0.713 0.925 -3.995 -0.02
C -1.244 -0.973 2.671 -0.22
C -2.553 1.177 -0.095 -0.39
C -0.235 -1.707 -3.595 -0.36
C 1.984 3.204 1.521 -0.09
C 0.248 -1.320 -0.237 -0.62
C -2.096 0.850 1.462 -0.10
C -1.238 -2.063 -2.479 -0.40
C -3.112 -1.111 1.299 -0.20
C -0.872 0.711 -5.527 -0.23
C 3.895 -0.787 2.076 -0.09
C 2.829 1.898 1.698 -0.25
C 3.010 -0.147 4.416 0.06
C -3.687 -0.516 -0.117 -0.22
H 2.082 0.070 4.771 0.04
H -0.773 -1.855 -4.661 0.17
H -3.978 -1.305 2.104 0.17
H -1.552 0.531 -3.440 0.11
H -1.609 1.780 -0.438 0.14
H 1.165 -0.530 -4.163 0.27
H 0.647 -0.039 -2.250 0.17
H -1.704 -1.525 3.357 0.09
H 4.018 -1.707 2.623 0.08
H -1.771 2.128 -6.854 0.26
H -1.317 -0.138 -5.820 0.07
H 0.499 -2.442 -3.670 0.10
H -3.108 1.248 2.138 0.17
H 3.563 2.100 2.611 0.16
H -3.277 2.144 -0.036 0.17
H -0.005 -2.786 1.693 0.11
H 1.259 1.053 2.971 0.22
H -0.829 -0.050 3.220 0.15
H 0.058 0.928 -5.891 0.09
H 0.875 -1.923 3.016 0.14
H -1.890 -2.716 -2.796 0.01
H 2.518 4.250 1.238 0.13
H -0.024 1.717 -3.786 0.13
H 3.747 0.542 4.397 0.04
H -4.687 -0.270 0.294 0.12
H 3.364 1.610 0.860 0.07
H -2.703 -2.213 0.953 0.12
H -1.339 1.582 1.943 0.12
H 1.326 3.366 2.435 0.08
H 3.606 -0.927 0.992 0.12
H -4.205 -1.419 -0.762 0.18
H 4.827 -0.264 2.203 0.09
H 1.445 2.893 0.597 0.04
H 3.279 -1.208 4.557 0.10
H -1.931 -1.049 -2.242 0.14
```

Its electronic energy is -1545.053495 Eh. Its total charge is +1. The energy above the lowest of the compared OMol25 structures with the same formula, charge and spin is 1797.7 kJ/mol.


5.
Molecular formula: C38H31FN2O2
Method: DFT, the ωB97M-V functional and the def2-TZVPD basis

XYZ file:
```
74
Properties=species:S:1:pos:R:3:lowdin_charge:R:1
F 1.523 -2.267 -1.765 0.00
O -4.185 2.787 -1.443 0.11
O -2.754 -0.386 1.847 0.08
N -0.639 2.663 0.609 0.01
N 1.124 -0.662 1.624 -0.01
C 2.699 1.667 -2.371 -0.07
C 4.127 -4.844 0.101 -0.07
C -1.288 2.650 -2.367 -0.05
C -6.829 1.179 2.697 -0.06
C -0.744 0.617 -4.211 -0.08
C 4.057 1.907 -2.127 -0.08
C 3.640 -2.348 1.264 -0.06
C -4.157 2.004 -0.503 -0.26
C -3.058 1.074 -0.082 -0.06
C 3.272 -3.935 -0.533 -0.01
C 2.118 0.490 -1.902 -0.04
C 0.523 -2.909 2.159 -0.15
C -0.870 2.976 -3.657 -0.07
C -0.593 1.958 -4.584 -0.09
C -1.414 1.311 -1.973 -0.20
C -3.439 0.377 1.163 -0.30
C 0.873 0.710 1.705 -0.21
C -0.172 1.248 2.491 0.00
C 0.875 -1.348 0.303 -0.16
C -5.602 0.530 2.558 0.00
C 4.228 -0.222 -0.974 -0.02
C -4.806 0.856 1.469 -0.10
C -0.939 2.221 1.845 -0.13
C 4.699 -4.528 1.332 -0.09
C -7.244 2.151 1.761 -0.05
C 2.853 -0.416 -1.133 -0.15
C 2.108 -1.652 -0.608 -0.27
C 0.647 -1.512 2.750 -0.14
C -1.798 0.986 -0.598 0.03
C 0.140 -2.654 0.713 -0.10
C -1.128 0.287 -2.911 -0.05
C 4.820 0.961 -1.444 -0.07
C -6.431 2.469 0.665 0.00
C 1.470 1.590 0.773 0.00
C -5.219 1.811 0.525 -0.09
C 3.027 -2.693 0.054 -0.17
C 0.658 2.587 0.249 -0.12
C 4.465 -3.277 1.912 -0.07
H -0.482 0.832 3.456 0.11
H 2.816 -4.183 -1.491 0.12
H -0.757 4.022 -3.933 0.10
H -0.234 -3.501 2.684 0.12
H -0.277 2.210 -5.599 0.10
H 2.489 1.435 0.427 0.11
H 1.494 -3.419 2.212 0.10
H 1.017 3.264 -0.537 0.12
H -7.469 0.933 3.547 0.11
H 5.349 -5.251 1.827 0.10
H 0.218 -0.712 -0.318 0.11
H 2.094 2.376 -2.940 0.10
H 5.891 1.118 -1.276 0.11
H 4.837 -0.993 -0.500 0.11
H 3.473 -1.343 1.665 0.12
H -6.721 3.210 -0.080 0.12
H -0.326 -1.154 3.111 0.10
H -1.222 -0.760 -2.598 0.12
H -1.525 3.415 -1.622 0.11
H -1.868 2.571 2.296 0.13
H -1.122 0.325 -0.041 0.11
H 4.930 -2.995 2.858 0.11
H 4.341 -5.793 -0.390 0.10
H -0.931 -2.407 0.633 0.12
H 0.377 -3.495 0.058 0.12
H 1.369 -1.449 3.581 0.13
H -8.199 2.654 1.894 0.10
H -0.554 -0.181 -4.938 0.11
H 4.515 2.824 -2.497 0.10
H -5.237 -0.224 3.258 0.12
H 1.076 0.257 -2.133 0.09
```

Its electronic energy is -1826.456309 Eh. Its total charge is 0. As for the SMILES: FC(c1ccccc1)(c1ccccc1)[C@H]1CCCN1c1ccncc1.O=C1C(=Cc2ccccc2)C(=O)c2ccccc21.


6.
Molecular formula: C5H14
Method: DFT, the ωB97M-V functional and the def2-TZVPD basis

XYZ file:
```
19
Properties=species:S:1:pos:R:3:mulliken_spin:R:1
C 0.781 1.699 -0.893 0.66
C 0.805 -2.271 1.795 1.59
C -1.662 2.120 -0.553 0.53
C -0.611 1.060 -0.811 -0.59
C 0.611 -2.414 0.302 0.47
H -0.278 -3.024 0.082 -0.20
H -1.442 2.925 0.149 -0.13
H -1.867 2.636 -1.510 -0.05
H 1.631 -1.625 2.090 -0.36
H 1.342 -2.975 -0.281 -0.78
H 0.447 -1.453 -0.178 0.81
H -2.666 1.783 -0.306 -0.41
H 0.961 -3.200 2.352 -0.54
H -0.579 0.286 -0.049 0.75
H 1.013 2.240 -1.811 -0.05
H 1.553 0.949 -0.708 -0.09
H -0.866 0.517 -1.725 -0.08
H -0.068 -1.766 2.219 -0.36
H 0.894 2.513 -0.166 -0.17
```

Its electronic energy is -198.821639 Eh. Its total charge is -1. The energy above the lowest of the compared OMol25 structures with the same formula, charge and spin is 28.6 kJ/mol. The expectation value of S² is 0.75. The multiplicity is 2.